This record from the Open Molecules 2025 dataset describes one molecule with the formula C20H33NO3. The level of theory is the ωB97M-V functional and the def2-TZVPD basis.

Each line ends with the Mulliken charge.
CARTESIAN COORDINATES (ANGSTROEM)
C 0.95 0.40 6.34  -1.492
C 0.28 1.24 5.29  1.193
C -0.08 2.55 5.58  -0.976
C -0.71 3.32 4.62  -0.883
C -0.97 2.81 3.37  -0.784
C -0.61 1.50 3.06  0.663
O -0.81 0.92 1.84  -0.200
C -1.51 1.64 0.85  -1.230
C -1.54 0.80 -0.43  0.826
O -2.49 1.34 -1.33  -0.503
C -0.15 0.82 -1.11  -1.808
N 0.13 -0.29 -1.97  0.861
C -0.33 -0.29 -3.36  1.854
C -0.57 1.13 -3.90  -2.221
C -1.67 -1.04 -3.49  -1.858
C 0.75 -0.90 -4.26  -1.495
C 1.21 -2.31 -3.87  0.022
O 0.59 -3.31 -4.65  -0.618
C 0.97 -2.56 -2.37  -1.550
C 1.04 -1.31 -1.49  1.516
C 0.64 -1.77 -0.08  -2.096
C 2.49 -0.80 -1.43  -1.593
C 0.00 0.70 4.04  0.765
C 0.36 -0.72 3.72  -1.513
H 1.88 -0.01 5.96  0.322
H 1.16 1.00 7.22  0.387
H 0.31 -0.43 6.63  0.328
H 0.13 2.96 6.55  0.333
H -0.99 4.34 4.85  0.390
H -1.46 3.43 2.64  0.420
H -2.54 1.85 1.19  0.581
H -1.02 2.60 0.64  0.457
H -1.81 -0.23 -0.17  0.014
H -3.37 1.30 -0.92  0.407
H -0.07 1.78 -1.64  0.671
H 0.59 0.84 -0.31  0.296
H 0.33 1.73 -3.82  0.414
H -0.84 1.06 -4.95  0.503
H -1.38 1.62 -3.36  0.356
H -1.96 -1.13 -4.53  0.389
H -1.63 -2.03 -3.04  0.415
H -2.44 -0.47 -2.97  0.366
H 1.62 -0.23 -4.25  0.313
H 0.39 -0.94 -5.29  0.503
H 2.28 -2.42 -4.10  0.484
H -0.36 -3.22 -4.55  0.398
H 1.70 -3.29 -2.01  0.624
H -0.01 -3.02 -2.25  0.226
H -0.39 -2.12 -0.07  0.397
H 1.28 -2.60 0.24  0.612
H 0.73 -0.98 0.65  0.366
H 2.57 0.06 -0.77  0.326
H 3.16 -1.58 -1.06  0.434
H 2.84 -0.49 -2.42  0.361
H 1.43 -0.83 3.60  0.316
H -0.13 -1.03 2.80  0.286
H 0.04 -1.39 4.52  0.424

HOMO-LUMO gap = 0.3083 Eh
E = -28908.034 eV
multiplicity = 1
ΔE to the lowest compared entry with this formula, charge and spin = 6.3 kcal per mole